[1]
Formula: C16H29F3N2O10
Source: the OMol25 dataset
Level of theory: ωB97M-V/def2-TZVPD

Each line ends with the Löwdin charge.
Cartesian coordinates (Å):
C  2.494  -3.159  -0.513  -0.0769
C  2.014  -2.960  0.923  -0.2627
N  1.190  -1.776  1.087  0.0065
C  -0.067  -1.819  0.391  -0.3555
C  -1.134  -2.484  1.250  -0.0622
O  -1.397  -1.693  2.424  0.0927
C  -1.265  -2.337  3.556  -0.8317
F  -2.045  -3.394  3.648  0.1861
F  -0.027  -2.754  3.783  0.1704
F  -1.586  -1.524  4.525  0.2034
O  -0.591  -0.549  0.102  0.0085
C  0.263  0.272  -0.650  -0.3954
C  0.325  -0.096  -2.121  -0.1871
N  -0.983  0.030  -2.793  0.0453
O  -0.269  1.563  -0.559  -0.0525
C  0.608  2.493  0.056  -0.1419
C  0.842  2.236  1.537  -0.4363
C  2.173  2.836  1.922  -0.0456
O  -0.171  2.743  2.364  -0.0201
H  3.498  -3.545  -0.569  0.0689
H  2.435  -2.206  -1.020  0.0612
H  1.792  -3.808  -1.020  0.0645
H  1.530  -3.855  1.326  0.1060
H  2.895  -2.816  1.536  0.1102
H  1.073  -1.515  2.054  0.1126
H  -0.019  -2.399  -0.530  0.1498
H  -2.053  -2.552  0.684  0.1389
H  -0.862  -3.499  1.514  0.1297
H  1.284  0.300  -0.273  0.1399
H  0.970  0.629  -2.596  0.1083
H  0.790  -1.067  -2.294  0.1016
H  -1.412  -0.885  -2.842  0.0624
H  -0.773  0.324  -3.737  0.0495
H  1.567  2.476  -0.459  0.1260
H  0.134  3.459  -0.044  0.1410
H  0.942  1.166  1.725  0.1303
H  2.187  3.888  1.641  0.0862
H  2.341  2.781  2.992  0.0787
H  2.988  2.317  1.437  0.0790
H  -1.031  2.517  1.970  0.0600
O  -2.933  2.824  1.896  0.1585
C  -3.107  3.105  3.041  -0.5622
O  -3.625  2.265  3.966  0.0715
C  -3.457  2.868  5.251  -0.1159
C  -3.359  4.337  4.908  -0.1163
O  -2.811  4.306  3.588  0.0713
H  -4.300  2.637  5.898  0.1312
H  -2.543  2.481  5.704  0.1349
H  -4.335  4.825  4.872  0.1320
H  -2.709  4.890  5.581  0.1327
O  2.196  0.307  -4.865  0.1690
C  1.780  -0.444  -5.684  -0.5588
O  2.552  -1.182  -6.522  0.0630
C  1.707  -2.121  -7.192  -0.1195
C  0.351  -1.455  -7.110  -0.1179
O  0.461  -0.682  -5.912  0.0454
H  2.042  -2.279  -8.213  0.1322
H  1.740  -3.070  -6.654  0.1327
H  0.164  -0.781  -7.947  0.1337
H  -0.468  -2.166  -7.035  0.1326

Properties
structure (SMILES) = CCN[C@@H](COC(F)(F)F)O[C@@H](CN)OC[C@@H](C)O.O=C1OCCO1.O=C1OCCO1
LUMO level = 0.468 eV



[2]
Formula: C16H29FN2O14S3
Source: the OMol25 dataset
Level of theory: ωB97M-V/def2-TZVPD

Each line ends with the Löwdin charge.
Cartesian coordinates (Å):
C  0.120  2.204  2.990  -0.1240
C  0.731  0.765  2.503  -0.2221
N  0.959  0.619  1.020  -0.1476
C  -0.283  0.848  0.191  -0.1775
C  -1.567  -0.093  0.566  -0.1063
C  -3.028  0.641  0.509  -0.2784
C  -3.180  2.242  0.824  -0.0788
C  -4.847  2.265  0.956  -0.1354
F  -5.098  3.664  1.367  -0.1056
C  -4.941  1.063  2.114  -0.2142
O  -5.748  1.037  3.182  -0.0242
N  -3.861  0.056  1.669  0.0210
C  2.096  1.470  0.502  -0.2704
C  2.093  3.093  0.282  -0.0387
O  3.233  0.819  0.131  -0.0490
H  -0.540  1.975  3.958  0.0896
H  0.950  2.970  3.375  0.0876
H  -0.602  2.727  2.231  0.0469
H  0.075  -0.074  2.996  0.1143
H  1.805  0.670  3.016  0.1385
H  -0.485  2.001  0.181  0.0998
H  0.018  0.569  -0.931  0.1496
H  -1.500  -0.644  1.603  0.1166
H  -1.602  -0.966  -0.249  0.0800
H  -3.593  0.168  -0.412  0.1562
H  -2.893  2.722  -0.219  0.1345
H  -2.740  2.703  1.805  0.1321
H  -5.451  2.080  -0.055  0.1773
H  -4.482  -0.746  1.424  0.1304
H  1.604  3.359  -0.771  0.0855
H  3.226  3.465  0.239  0.1146
H  1.510  3.708  1.089  0.0770
O  -2.212  -2.180  -1.514  -0.2687
S  -2.212  -3.532  -2.028  0.6957
O  -3.153  -3.996  -3.021  -0.2259
O  -2.246  -4.558  -0.761  -0.1910
C  -1.103  -5.410  -0.808  -0.1644
C  -0.021  -4.601  -1.519  -0.1686
O  -0.704  -3.882  -2.543  -0.1806
H  -1.367  -6.304  -1.382  0.1376
H  -0.803  -5.702  0.202  0.1394
H  0.759  -5.235  -1.948  0.1003
H  0.436  -3.872  -0.841  0.1392
O  2.541  6.100  -0.255  -0.2399
S  1.646  6.080  -1.391  0.6571
O  1.928  5.344  -2.602  -0.2301
O  1.296  7.621  -1.791  -0.1902
C  -0.114  7.823  -1.718  -0.1717
C  -0.613  6.836  -0.666  -0.1722
O  0.162  5.656  -0.863  -0.2142
H  -0.541  7.601  -2.701  0.1337
H  -0.337  8.859  -1.451  0.1379
H  -1.679  6.619  -0.771  0.1383
H  -0.415  7.205  0.346  0.1345
O  2.337  -8.370  -0.835  -0.2309
S  2.972  -7.206  -1.412  0.6776
O  2.449  -6.516  -2.569  -0.2409
O  4.539  -7.564  -1.686  -0.1884
C  5.368  -6.651  -0.969  -0.1694
C  4.550  -6.227  0.248  -0.1708
O  3.210  -6.114  -0.224  -0.2013
H  5.577  -5.797  -1.620  0.1355
H  6.309  -7.132  -0.687  0.1388
H  4.892  -5.279  0.670  0.1405
H  4.570  -6.999  1.025  0.1343

Properties
structure (SMILES) = CCN(CC[C@@H]1C[C@H](F)C(=O)N1)C(C)=O.O=S1(=O)OCCO1.O=S1(=O)OCCO1.O=S1(=O)OCCO1
LUMO level = 0.319 eV



Which formula does entry 1 have?
C16H29F3N2O10



Number 1 is which compound?
C16H29F3N2O10